# 1
DFT (ωB97M-V/def2-TZVPD) results for a 6-piece molecular cluster, C26H31F3N4O2 overall in a non-equilibrium geometry.

Properties
**2S+1**: 2
**Kohn-Sham gap (alpha / beta)**: 0.06027 / 0.21762 Ha
**LUMO (alpha / beta)**: 2.2 / 2.2 eV
**Net charge**: -1
**Expectation value of S²**: 0.76

XYZ file:
```
66
Properties=species:S:1:pos:R:3:forces:R:3:mulliken_spin:R:1
N 2.45087 4.25107 1.88375 -0.197 -1.053 0.246 -0.005
C 1.20861 3.64469 1.84436 -0.801 1.721 -0.474 0.019
C 0.26283 4.65903 2.03809 0.861 -0.597 0.357 0.009
C 0.98965 5.85274 2.28602 0.517 0.218 0.623 0.004
C 2.33501 5.57891 2.18803 -0.535 -0.390 0.048 0.002
H 3.28526 3.68402 1.93206 0.035 0.375 -0.366 -0.009
H 1.03121 2.63275 1.51134 0.399 -0.027 0.184 0.003
H -0.81203 4.56082 2.07591 0.104 -0.160 -0.108 -0.003
H 0.67165 6.76878 2.76157 -0.448 0.130 -0.547 -0.001
H 3.17301 6.23983 2.35339 0.037 -0.287 -0.043 -0.003
N -2.16532 1.61099 -4.16210 3.180 0.133 -0.770 -0.004
C -0.75586 1.95674 -4.16092 -1.610 0.358 1.527 0.041
C 0.02310 0.80396 -3.93161 -2.953 2.024 -1.608 -0.034
C -0.96479 -0.20303 -4.10024 1.145 -2.668 0.069 -0.001
C -2.24119 0.24884 -4.23625 -0.659 1.472 0.425 0.004
H -2.97186 2.21682 -4.21278 0.564 0.100 -0.082 -0.001
H -0.62167 3.02837 -4.15972 0.753 -0.120 0.124 -0.016
H 1.08190 0.65373 -3.78065 0.007 0.350 -0.069 0.053
H -0.57956 -1.21074 -4.15060 -0.688 -0.382 0.111 -0.007
H -3.28075 -0.03233 -4.31786 0.418 -1.344 -0.014 0.000
N -1.31203 0.52438 -1.08693 -0.606 -0.779 0.034 0.028
C -1.76864 -0.68554 -0.65892 -0.115 -0.431 -0.793 0.002
C -2.02829 -0.59228 0.67374 0.217 -1.025 0.980 0.007
C -1.65993 0.67804 1.10466 0.190 1.037 -0.794 -0.008
C -1.28094 1.37666 -0.04803 0.799 0.520 1.468 0.009
H -1.03166 0.65875 -2.04789 0.163 0.442 0.128 -0.041
H -1.83545 -1.50671 -1.35722 -0.099 0.066 0.112 -0.003
H -2.27825 -1.35193 1.39960 -0.244 -0.352 -0.459 0.000
H -1.59657 0.93324 2.15216 -0.123 0.594 -0.225 0.002
H -0.82104 2.34999 -0.13485 -0.197 0.021 -0.108 0.004
N 2.92640 -4.74402 -2.64509 -0.366 0.269 0.001 0.000
C 3.04865 -3.52294 -3.22373 -3.378 1.537 0.445 0.023
C 1.73878 -2.90546 -3.05348 2.863 1.188 -1.343 0.026
C 0.88677 -3.76005 -2.39886 0.831 -1.480 0.334 0.024
C 1.64258 -4.88500 -2.15265 -0.214 -1.130 0.752 -0.009
H 3.73536 -5.34832 -2.62252 -0.659 -0.326 0.369 -0.016
H 3.97368 -3.16341 -3.64975 -0.224 -0.002 0.057 0.006
H 1.47462 -1.88354 -3.28218 0.413 0.013 -0.282 -0.038
H -0.13851 -3.63753 -2.08235 0.151 0.173 -0.082 0.002
H 1.29573 -5.70500 -1.54133 0.507 -0.341 -0.240 0.000
C 3.07307 2.43999 -2.69365 -0.267 1.303 -0.216 0.421
C 2.39828 1.71796 -1.66786 1.125 0.354 -1.181 -0.111
C 2.82406 0.43848 -1.46782 -0.299 -0.931 -0.223 0.032
C 3.81107 -0.15801 -2.33774 0.153 -0.608 0.010 0.332
C 4.44368 0.58245 -3.36186 -0.518 -0.440 0.602 0.040
C 4.12178 1.89128 -3.49932 -0.069 -0.150 -0.250 0.040
H 2.82541 3.45406 -2.97065 -0.403 0.278 0.391 0.049
H 1.54945 2.15820 -1.16578 -0.035 0.001 0.259 -0.091
H 2.27160 -0.22329 -0.81726 -0.034 -0.081 0.364 0.034
H 3.94880 -1.22865 -2.37165 -0.067 -0.047 0.432 0.140
H 5.06652 0.04318 -4.06018 0.383 0.131 -0.118 0.012
H 4.55199 2.44810 -4.31862 -0.018 0.340 -0.038 0.030
C -2.18882 -1.16637 4.41492 -0.390 -0.794 1.180 0.002
C -2.12228 -2.66111 4.89498 0.975 0.021 -2.253 0.001
O -2.99605 -2.91540 5.99845 -0.916 0.363 0.810 -0.002
C -4.31005 -3.13758 5.81007 0.113 0.409 -2.214 0.000
O -4.88032 -3.40156 4.76856 1.098 0.297 1.610 0.000
C -5.15518 -2.89978 7.07886 -0.236 -0.699 0.420 0.000
F -5.87619 -4.04162 7.31360 0.951 0.899 0.377 0.000
F -4.38874 -2.55849 8.14499 -1.015 -0.552 -0.680 0.000
F -6.06646 -1.94190 6.87173 0.568 -0.032 0.090 0.000
H -1.40740 -0.65585 3.85202 0.519 -1.171 -0.303 0.001
H -2.07494 -0.69649 5.39183 -0.819 0.737 -0.032 0.000
H -3.10649 -0.95712 3.86518 -0.212 0.126 0.534 0.001
H -1.09304 -2.87987 5.17944 -0.241 0.069 0.761 0.000
H -2.31107 -3.42589 4.14161 -0.384 0.328 -0.320 0.000
```
Positions in Å, forces in eV/Å.

---

# 2
DFT (ωB97M-V/def2-TZVPD) results for one molecule with the formula C2H3N3O2S in a non-equilibrium geometry.

Properties
**Kohn-Sham gap**: 0.33374 Ha
**Energy above the lowest of the compared OMol25 structures with the same formula, charge and spin**: 3.196 eV
**LUMO**: 0.4 eV
**Structure (SMILES)**: [H]/N=c1\[nH]o/c(=N/S)o1

XYZ file:
```
11
Properties=species:S:1:pos:R:3:forces:R:3:lowdin_charge:R:1
H -2.74407 -1.28952 -0.35229 2.529 -0.387 0.896 0.127
N -1.69838 -1.46411 -0.07835 -4.471 -1.359 -0.809 0.178
C -1.05892 -0.43230 -0.00744 1.831 3.062 -0.683 -0.487
N -1.26103 0.97191 -0.28533 -2.590 -0.481 1.095 0.082
O -0.06790 1.58549 0.12351 1.586 1.380 -0.344 -0.004
C 0.95547 0.65055 -0.04551 -0.150 1.193 1.243 -0.499
N 2.21314 0.91767 -0.09724 -3.297 -0.534 -0.252 -0.319
S 3.25443 -0.41053 -0.10205 -2.015 -2.334 1.382 0.681
O 0.29962 -0.52172 0.14809 1.509 -1.202 -0.202 0.042
H -2.11696 1.44116 0.22984 2.590 -1.251 -1.086 0.202
H 2.22460 -1.44860 0.46677 2.479 1.914 -1.241 -0.003
```
Positions in Å, forces in eV/Å.

---

# 3
DFT (ωB97M-V/def2-TZVPD) results for one molecule with the formula C24H29NO5S in a non-equilibrium geometry.

Properties
**Kohn-Sham gap**: 0.27940 Ha
**Energy above the lowest of the compared OMol25 structures with the same formula, charge and spin**: 0.747 eV
**LUMO**: 0.3 eV
**Structure (SMILES)**: CCOC(=O)[C@@](OC)([C@H](/C=C/N1CCCC1)c1ccccc1)S(=O)(=O)c1ccccc1

XYZ file:
```
60
Properties=species:S:1:pos:R:3:forces:R:3:lowdin_charge:R:1
C 3.90629 2.53531 -3.05015 -0.283 0.381 -0.194 -0.054
C 2.58375 1.84984 -3.23225 0.139 0.605 0.507 -0.193
O 2.17762 1.59647 -1.85681 -1.972 -0.634 -0.885 -0.064
C 0.84962 1.39400 -1.76868 -0.055 0.730 -1.007 -0.447
O 0.07267 1.56018 -2.70221 0.975 -0.234 1.425 0.106
C 0.31139 0.84390 -0.40945 1.141 1.030 0.816 -0.240
O -0.81643 1.48645 -0.07392 -2.133 1.269 1.563 -0.149
C -1.10510 2.52972 0.97056 0.317 -0.671 -0.790 0.021
C -0.08567 -0.67481 -0.80834 0.564 1.173 -0.503 -0.175
C -1.27258 -1.40049 -0.24172 -1.200 -0.212 1.119 -0.046
C -2.56611 -1.00063 -0.52240 2.008 0.579 0.082 -0.107
N -3.68844 -1.72750 -0.51007 -1.274 -0.578 0.564 -0.135
C -3.75018 -3.12845 -0.11001 0.333 -0.197 0.256 -0.154
C -5.21875 -3.57361 -0.29057 0.408 0.743 -0.170 -0.150
C -6.01371 -2.30034 -0.67714 -0.305 -0.045 0.026 -0.157
C -5.01109 -1.14582 -0.80586 0.374 -0.237 0.158 -0.146
C 1.18621 -1.52255 -0.96716 -0.831 0.003 0.713 -0.188
C 2.00003 -1.41689 -2.08565 0.314 -0.833 -0.651 -0.034
C 3.10092 -2.27701 -2.25343 0.172 0.540 0.426 -0.064
C 3.45699 -3.15451 -1.21705 -0.527 -0.460 -0.345 -0.093
C 2.59464 -3.32240 -0.12828 -0.627 1.535 0.232 -0.069
C 1.49520 -2.43797 0.04990 1.151 -0.696 -1.084 -0.032
S 1.93803 1.53594 0.80934 0.993 -0.343 0.753 0.829
O 2.86540 0.42119 0.74553 -0.287 0.374 0.161 -0.328
O 2.35041 2.87413 0.39936 -0.527 -0.608 -0.893 -0.346
C 1.73897 1.97649 2.59929 -0.178 -0.306 -0.131 -0.276
C 1.51922 3.33021 2.85136 -0.530 -0.271 0.993 -0.096
C 1.23863 3.74251 4.16298 0.214 -0.319 -0.389 -0.069
C 1.28841 2.82135 5.21219 0.187 -0.251 -0.414 -0.078
C 1.68572 1.49757 4.94733 -0.058 0.131 0.470 -0.079
C 1.91701 1.06504 3.64262 -0.397 0.064 -0.470 -0.058
H 4.33563 2.77670 -4.01604 0.275 0.008 -0.096 0.077
H 3.72771 3.46033 -2.49135 0.195 -0.135 -0.101 0.090
H 4.55161 1.89477 -2.46644 0.376 -0.061 0.033 0.084
H 1.83006 2.48075 -3.72980 0.378 -0.333 0.215 0.131
H 2.65095 0.88545 -3.73147 0.020 0.016 -0.159 0.114
H -0.58083 2.34348 1.93988 -0.567 -0.158 -0.994 0.077
H -0.79489 3.50636 0.57100 -0.045 -0.292 0.154 0.094
H -2.22053 2.52638 1.10813 1.213 -0.247 -0.240 0.105
H -0.47191 -0.28625 -1.78521 0.507 -1.069 0.365 0.141
H -1.12767 -2.29066 0.40445 -0.012 0.440 -0.923 0.089
H -2.71668 0.05638 -0.77338 0.047 -0.442 -0.572 0.133
H -3.42153 -3.26701 0.94744 -0.114 0.170 -0.602 0.124
H -3.07128 -3.73282 -0.74510 -0.139 0.335 0.307 0.125
H -5.59449 -4.00397 0.62985 -0.098 -0.181 0.020 0.099
H -5.27838 -4.30420 -1.08832 -0.093 -0.214 0.012 0.099
H -6.54908 -2.45196 -1.62707 0.141 0.070 0.389 0.107
H -6.76181 -2.05745 0.09102 0.184 -0.128 -0.281 0.105
H -5.01328 -0.73410 -1.81056 0.080 0.083 -0.225 0.113
H -5.26140 -0.32454 -0.12988 0.114 -0.051 0.128 0.113
H 1.75492 -0.71145 -2.88692 -0.054 -0.461 0.311 0.102
H 3.69304 -2.22684 -3.18409 -0.257 0.041 0.704 0.107
H 4.36203 -3.76988 -1.27718 -0.452 0.180 -0.166 0.101
H 2.76877 -4.07250 0.63120 0.269 0.044 0.018 0.094
H 0.91202 -2.46910 0.96367 -0.044 -0.154 -0.191 0.106
H 1.51094 4.04129 2.04444 -0.078 0.005 -0.091 0.103
H 0.97556 4.78715 4.32145 0.114 -0.238 0.158 0.106
H 1.03411 3.13913 6.22387 0.161 -0.165 -0.241 0.103
H 1.80147 0.79028 5.78018 -0.077 0.347 -0.425 0.108
H 2.20586 0.03694 3.40690 -0.148 0.330 0.157 0.117
```
Positions in Å, forces in eV/Å.